DFT (ωB97M-V/def2-TZVPD) results for the molecule C5H9N3O5 in a non-equilibrium geometry.

Values from the calculation:
Expectation value of S²   2.0101
E_HOMO (spin up / spin down)   -0.302 / -0.403 Ha
2S+1   3
Gap between HOMO and LUMO (spin up / spin down)   8.09 / 8.55 eV
Calculated total energy   -735.99019 Ha

Each line ends with the Löwdin charge.
Atoms and positions in Å:
1 C -0.26 -0.96 -0.80  0.122
2 C -2.90 -0.33 -0.36  0.023
3 C 0.07 0.00 0.22  -0.523
4 C 0.91 -0.60 1.35  -0.010
5 C 0.65 1.30 -0.33  -0.025
6 N -2.30 0.63 0.39  -0.030
7 N -3.02 -1.65 0.10  -0.421
8 N -2.58 2.03 0.10  -0.353
9 O -3.56 -2.42 -0.68  0.058
10 O -3.56 2.21 -0.56  0.115
11 O -2.59 -1.96 1.19  0.070
12 O -1.83 2.81 0.59  0.140
13 O -1.20 0.40 1.06  -0.031
14 H -0.34 -2.01 -0.56  0.084
15 H -0.35 -0.68 -1.84  0.083
16 H -3.51 -0.04 -1.19  0.146
17 H 1.86 -0.94 0.96  0.096
18 H 0.37 -1.44 1.79  0.092
19 H 1.07 0.15 2.11  0.094
20 H 0.10 1.63 -1.22  0.086
21 H 1.68 1.14 -0.62  0.096
22 H 0.61 2.08 0.43  0.087

=====

DFT (ωB97M-V/def2-TZVPD) results for the molecule C5H9N3OS in a non-equilibrium geometry.

Values from the calculation:
E_HOMO   -0.342 Ha
SMILES   C[C@@H](S)/N=C/N1C(=O)N1C
2S+1   1
Gap between HOMO and LUMO   9.97 eV
ΔE to the lowest compared entry with this formula, charge and spin   69.6 kcal per mole
Calculated total energy   -833.47926 Ha

Each line ends with the Löwdin charge.
Atoms and positions in Å:
1 C 0.75 2.64 -1.78  -0.142
2 C 1.22 1.29 -1.33  -0.719
3 S 2.59 1.52 -0.03  0.714
4 N 0.18 0.42 -1.03  0.034
5 C 0.03 -0.27 0.00  -0.234
6 N -1.10 -0.97 0.26  0.144
7 C -1.58 -2.29 -0.02  -0.483
8 O -2.18 -2.79 -0.90  0.177
9 N -0.88 -2.28 1.11  0.045
10 C -1.46 -2.40 2.42  -0.039
11 H -0.01 2.69 -2.59  0.087
12 H 0.23 3.14 -0.95  0.076
13 H 1.74 3.22 -2.01  0.098
14 H 1.72 0.83 -2.14  0.080
15 H 2.49 2.83 -0.12  -0.180
16 H 0.83 -0.05 0.78  0.095
17 H -1.28 -3.42 2.77  0.102
18 H -0.82 -1.91 3.11  0.085
19 H -2.45 -2.21 2.44  0.059

=====

DFT (ωB97M-V/def2-TZVPD) results for the molecule C5H9N3OS in a non-equilibrium geometry.

Values from the calculation:
E_HOMO   -0.310 Ha
SMILES   CC/N=C\O[C@@H]1C=NNS1
2S+1   1
Gap between HOMO and LUMO   8.92 eV
ΔE to the lowest compared entry with this formula, charge and spin   67.8 kcal per mole
Calculated total energy   -833.48221 Ha

Each line ends with the Löwdin charge.
Atoms and positions in Å:
1 C 1.14 2.57 -1.44  -0.102
2 C 0.69 1.35 -0.62  -0.271
3 N -0.08 0.34 -1.34  0.071
4 C -1.01 -0.32 -0.84  -0.323
5 O -1.75 0.02 0.26  -0.074
6 C -1.41 -0.91 1.29  -0.514
7 C 0.10 -0.91 1.64  -0.185
8 N 0.78 -1.86 1.12  -0.043
9 N 0.11 -2.86 0.65  -0.375
10 S -1.62 -2.72 0.85  0.914
11 H 1.21 3.47 -0.90  0.036
12 H 2.08 2.30 -1.95  0.072
13 H 0.38 2.90 -2.25  0.101
14 H 1.67 0.91 -0.23  0.131
15 H 0.03 1.54 0.20  0.080
16 H -1.23 -1.21 -1.45  0.121
17 H -1.97 -0.80 2.29  0.128
18 H 0.39 0.01 2.17  0.123
19 H 0.49 -3.81 0.54  0.109